Entry 1:
{
  "formula": "CH18F3O12S",
  "method": "wB97M-V/def2-TZVPD",
  "total_charge": -1,
  "molar_mass_g_mol": 311.20,
  "energy_ev": -44890.831,
  "orbital_gap_ev": 10.295,
  "e_above_lowest_ev": 0.127,
  "elements": ["C", "F", "F", "F", "S", "O", "O", "O", "O", "H", "H", "O", "H", "H", "O", "H", "H", "O", "H", "H", "O", "H", "H", "O", "H", "H", "O", "H", "H", "O", "H", "H", "O", "H", "H"],
  "positions_angstrom": [[13.26232, -1.27206, 13.30606], [14.04623, -2.26008, 13.72827], [13.55361, -1.04972, 12.00550], [11.99478, -1.63944, 13.39950], [13.59614, 0.25780, 14.26868], [13.23775, -0.07227, 15.63335], [15.01620, 0.50665, 14.09853], [12.79286, 1.32336, 13.68785], [17.50874, 1.53119, 14.31708], [16.59905, 1.19599, 14.19754], [18.05687, 0.96119, 13.77298], [10.48490, -0.14872, 16.23885], [11.42601, 0.08385, 16.14473], [10.10631, 0.03970, 15.37562], [15.20223, -5.18840, 13.78070], [14.85063, -5.10515, 12.88434], [15.70926, -4.38119, 13.90895], [14.98067, -4.09286, 11.11945], [15.00757, -4.43873, 10.22252], [14.39458, -3.32883, 11.07628], [10.97431, 0.79922, 11.54061], [11.44362, 1.10025, 12.33666], [11.57945, 0.17430, 11.13252], [17.62298, -2.42322, 14.56176], [18.06424, -1.83424, 13.94357], [16.69766, -2.15688, 14.51235], [13.13887, 3.37642, 15.77107], [12.63104, 2.96947, 15.05985], [14.03584, 3.40193, 15.42388], [15.46163, 1.88211, 11.38679], [14.59742, 2.29587, 11.30162], [15.49387, 1.59782, 12.31030], [14.95040, 0.11699, 17.85073], [14.72558, 0.95380, 18.26574], [14.39524, 0.09152, 17.05204]],
  "forces_ev_per_a": [[0.2, 0.4, -0.1], [0.0, -0.1, 0.0], [-0.1, -0.1, 0.0], [0.0, -0.1, 0.0], [0.5, 1.6, 1.0], [-0.2, -0.4, -0.5], [-0.2, -0.7, -0.5], [-0.3, -0.7, -0.3], [-0.1, 0.0, -0.1], [0.5, 0.1, 0.3], [0.0, 0.0, 0.0], [0.0, 0.1, 0.0], [-0.2, -0.2, 0.0], [0.0, 0.0, 0.0], [-0.2, -0.2, 0.0], [0.2, 0.1, 0.1], [0.1, -0.1, 0.0], [-0.1, 0.0, -0.1], [0.0, 0.0, 0.0], [0.0, 0.0, 0.0], [-0.1, 0.1, 0.0], [0.0, -0.1, -0.2], [0.0, 0.0, 0.0], [-0.1, -0.1, -0.2], [0.0, 0.0, 0.0], [0.0, 0.2, 0.2], [0.0, 0.2, 0.1], [0.1, -0.2, 0.0], [0.0, 0.0, 0.0], [0.0, 0.0, 0.0], [0.0, 0.0, 0.0], [-0.1, 0.0, 0.0], [0.0, 0.0, 0.0], [0.0, 0.0, 0.0], [0.1, 0.0, 0.2]],
  "lowdin_charge": [-0.657, 0.144, 0.112, 0.162, 0.556, -0.299, -0.310, -0.310, -0.073, -0.030, 0.019, -0.075, -0.010, 0.022, -0.072, -0.007, 0.004, -0.040, 0.049, 0.034, -0.074, -0.012, 0.012, -0.045, 0.028, 0.020, -0.064, 0.001, 0.031, -0.064, 0.030, -0.012, -0.075, 0.024, -0.020]
}

=====

Entry 2:
{
  "formula": "C2H9N2O",
  "method": "wB97M-V/def2-TZVPD",
  "total_charge": 1,
  "molar_mass_g_mol": 77.11,
  "energy_ev": -7241.373,
  "orbital_gap_ev": 11.167,
  "e_above_lowest_ev": 0.983,
  "elements": ["C", "N", "C", "O", "H", "H", "H", "H", "H", "N", "H", "H", "H", "H"],
  "positions_angstrom": [[-0.52525, -1.60926, -0.20334], [-1.34893, -0.67073, -0.64187], [-1.02487, 0.69248, -0.74137], [0.63486, -1.54092, 0.26459], [-1.07412, -2.56663, -0.28079], [-2.23613, -1.01013, -1.09406], [-0.86496, 1.24005, 0.19572], [-1.87985, 1.21664, -1.20180], [-0.11077, 0.89932, -1.32255], [1.70350, 0.65211, 1.00464], [1.42496, -0.35217, 0.75753], [2.12969, 1.17334, 0.19883], [0.87852, 1.23905, 1.24972], [2.29336, 0.63685, 1.81475]],
  "forces_ev_per_a": [[0.1, -1.7, 0.5], [-0.9, -0.9, -0.4], [0.0, 2.5, -0.6], [-1.6, 0.3, -0.7], [0.8, -0.1, 0.2], [1.5, 0.6, 0.9], [-0.4, -0.6, 0.3], [0.6, -0.2, 0.0], [-0.4, -0.3, -0.2], [-0.3, 1.9, -0.6], [-0.8, 0.0, -0.6], [0.0, -0.9, 1.0], [0.5, -0.9, -0.1], [0.8, 0.2, 0.4]],
  "lowdin_charge": [-0.277, -0.008, -0.091, -0.014, 0.154, 0.187, 0.076, 0.113, 0.102, 0.264, 0.059, 0.170, 0.133, 0.132]
}

=====

Entry 3:
{
  "formula": "C22H29N5O3",
  "method": "wB97M-V/def2-TZVPD",
  "smiles": "CCOCCn1c(=O)c2c(nc3n2C[C@@H](C)CN3CCc2ccccc2)n(C)c1=O",
  "total_charge": 0,
  "molar_mass_g_mol": 411.51,
  "energy_ev": -36879.837,
  "orbital_gap_ev": 8.033,
  "e_above_lowest_ev": 0.967,
  "elements": ["C", "C", "O", "C", "C", "N", "C", "O", "C", "C", "N", "C", "N", "C", "C", "C", "C", "N", "C", "C", "C", "C", "C", "C", "C", "C", "N", "C", "C", "O", "H", "H", "H", "H", "H", "H", "H", "H", "H", "H", "H", "H", "H", "H", "H", "H", "H", "H", "H", "H", "H", "H", "H", "H", "H", "H", "H", "H", "H"],
  "positions_angstrom": [[-3.01856, 0.34916, 5.03649], [-2.08335, 1.48057, 5.45569], [-2.05331, 2.59041, 4.58244], [-1.47806, 2.36135, 3.31917], [-2.53072, 2.13518, 2.21964], [-1.90179, 1.67685, 0.99019], [-1.67864, 0.29400, 0.88955], [-2.00022, -0.46845, 1.78963], [-1.04963, -0.03690, -0.33579], [-0.66425, 0.91407, -1.26803], [-0.00698, 0.35412, -2.30484], [0.03414, -0.94256, -2.00782], [-0.59245, -1.24346, -0.84782], [-0.72022, -2.56219, -0.29394], [0.44243, -3.41636, -0.80247], [0.26589, -4.87562, -0.40174], [0.52572, -3.27347, -2.32828], [0.62681, -1.89291, -2.76094], [1.66346, -1.48571, -3.68021], [3.02146, -1.25741, -2.98383], [2.92223, -0.11332, -2.01524], [2.71200, -0.33622, -0.66161], [2.49778, 0.71944, 0.20695], [2.51668, 2.01912, -0.26590], [2.76952, 2.25509, -1.60685], [2.96377, 1.19712, -2.47478], [-0.92618, 2.23281, -1.08288], [-0.54424, 3.21177, -2.07609], [-1.53875, 2.65517, 0.07787], [-1.74862, 3.83273, 0.28079], [-4.02440, 0.73334, 4.88388], [-3.04675, -0.39970, 5.82440], [-2.67409, -0.12664, 4.12123], [-1.06420, 1.08272, 5.58293], [-2.41232, 1.90213, 6.40977], [-0.89661, 3.25509, 3.06639], [-0.80177, 1.49726, 3.35270], [-3.05440, 3.06874, 2.01358], [-3.23935, 1.36824, 2.53245], [-1.67680, -3.00418, -0.60127], [-0.72278, -2.48073, 0.79549], [1.36949, -3.03263, -0.36609], [0.19465, -4.96327, 0.67915], [1.11009, -5.47079, -0.74129], [-0.64176, -5.28468, -0.83955], [-0.37224, -3.72109, -2.77661], [1.39458, -3.81707, -2.70457], [1.75937, -2.25351, -4.45176], [1.33291, -0.55134, -4.13649], [3.76318, -1.03799, -3.75368], [3.32265, -2.17017, -2.46492], [2.71295, -1.34734, -0.27829], [2.31221, 0.52525, 1.25364], [2.33933, 2.84431, 0.40775], [2.80606, 3.26905, -1.97761], [3.14021, 1.38651, -3.52392], [-0.16316, 4.09828, -1.57141], [0.21614, 2.75970, -2.70688], [-1.40912, 3.49610, -2.67835]],
  "forces_ev_per_a": [[0.2, 0.3, 0.0], [-0.1, -0.2, 0.2], [-0.2, 0.2, -0.1], [0.0, 0.0, -0.2], [-0.2, 0.1, 0.5], [-0.1, 0.1, 0.3], [0.2, -0.2, -0.4], [-0.1, -0.1, 0.2], [0.0, 0.7, -0.3], [-0.2, -1.2, 0.6], [-0.1, 0.3, -0.2], [-0.5, 0.2, 0.3], [0.2, 0.2, -0.3], [0.1, -0.5, 0.2], [-0.2, 0.0, -0.1], [0.1, 0.3, -0.1], [-0.1, -0.2, 0.2], [0.1, -0.1, 0.0], [0.3, 0.1, -0.1], [-0.3, 0.0, -0.1], [0.3, 0.0, 0.1], [0.1, -0.1, -0.1], [-0.1, 0.0, 0.1], [0.0, 0.1, 0.1], [0.0, 0.1, -0.1], [0.1, 0.0, 0.1], [0.1, 0.1, 0.0], [0.0, 0.3, -0.1], [0.1, 0.0, -0.2], [-0.1, 0.4, 0.0], [-0.1, 0.0, 0.0], [0.0, -0.1, 0.1], [0.0, -0.1, -0.1], [-0.1, 0.1, 0.0], [0.1, -0.1, 0.0], [0.0, -0.1, 0.0], [0.0, 0.0, 0.0], [0.0, -0.2, 0.0], [0.1, 0.1, 0.0], [0.1, 0.0, 0.1], [0.0, 0.0, -0.1], [0.0, 0.0, 0.0], [0.0, -0.1, 0.1], [0.1, -0.1, 0.0], [-0.1, -0.1, 0.0], [0.1, -0.1, 0.1], [0.0, 0.0, 0.0], [-0.1, 0.1, 0.0], [0.1, -0.1, -0.1], [0.1, -0.1, 0.0], [0.1, 0.0, 0.0], [0.0, -0.1, 0.0], [0.0, 0.0, 0.1], [0.0, 0.1, 0.1], [0.0, 0.1, 0.0], [0.0, 0.0, -0.1], [0.0, -0.1, -0.1], [0.0, 0.1, 0.0], [0.1, 0.0, 0.0]],
  "lowdin_charge": [-0.074, -0.271, -0.143, -0.186, -0.095, 0.079, -0.365, 0.053, -0.061, -0.219, 0.220, -0.308, 0.067, -0.083, -0.331, -0.059, -0.109, -0.040, -0.142, -0.116, -0.250, -0.052, -0.074, -0.089, -0.095, -0.053, 0.024, -0.007, -0.433, 0.080, 0.079, 0.073, 0.049, 0.117, 0.117, 0.128, 0.125, 0.130, 0.115, 0.143, 0.135, 0.128, 0.084, 0.081, 0.083, 0.137, 0.130, 0.124, 0.119, 0.118, 0.112, 0.101, 0.106, 0.106, 0.105, 0.117, 0.094, 0.074, 0.100]
}